Entry 1:
Density functional theory data (ωB97M-V with the def2-TZVPD basis set) for a molecular structure, C25H41CoF5P2.

Orbital gap (spin up / spin down), Eh: 0.2583 / 0.1081
Charge: +1
M, g mol⁻¹: 557.47
Spin multiplicity: 5
Max |F|, Eh/bohr: 0.073

Positions of all 74 atoms, in Å:
Co -2.286 0.724 -0.018
C -2.235 -2.593 2.449
C -1.857 -1.267 2.645
C -3.820 -1.277 1.403
C -3.439 -2.602 1.668
C -2.815 -0.400 1.942
C -1.693 -3.784 3.138
H -0.628 -3.671 3.387
H -1.805 -4.695 2.540
H -2.219 -3.977 4.086
C -4.251 -3.796 1.393
H -3.639 -4.719 1.383
H -4.735 -3.706 0.402
H -5.066 -3.957 2.131
C -5.146 -0.860 0.945
H -5.824 -0.696 1.798
H -5.602 -1.611 0.293
H -5.104 0.080 0.381
C -2.984 1.065 2.216
H -3.711 1.236 3.024
H -3.402 1.610 1.334
H -2.049 1.565 2.519
C -0.895 -0.790 3.650
H -1.434 -0.519 4.566
H -0.352 0.096 3.306
H -0.181 -1.572 3.924
C 0.519 -2.096 -1.070
C 0.762 -2.459 0.201
C 1.494 -1.641 1.258
C 1.651 -0.110 1.096
C 0.570 0.830 0.738
C 0.089 1.136 -0.527
C 0.519 0.474 -1.825
C 1.124 -0.965 -1.786
H 2.514 -2.018 1.407
H 2.497 0.015 0.399
H 0.959 -1.852 2.194
H 2.181 -0.879 -1.461
H -0.297 -2.615 -1.590
H 0.176 -3.324 0.624
H 1.155 -1.259 -2.853
H -0.318 0.511 -2.530
H -0.293 2.177 -0.662
H 1.237 1.132 -2.328
H 2.027 0.236 2.048
H 0.210 1.526 1.530
P 3.636 0.683 -1.357
C 4.338 -0.368 -2.686
C 5.116 0.957 -0.332
P 2.336 3.458 -1.338
C 3.446 2.253 -2.261
C 3.746 4.302 -0.463
C 2.360 4.673 -2.718
H 3.683 -0.389 -3.567
H 4.488 -1.388 -2.307
H 5.293 0.115 -2.917
H 5.915 1.200 -1.040
H 5.324 0.022 0.201
H 4.948 1.765 0.384
H 3.415 4.893 -2.930
H 1.836 5.572 -2.370
H 1.865 4.258 -3.603
H 3.034 2.019 -3.265
H 4.453 2.682 -2.354
H 3.319 5.228 -0.065
H 4.519 4.533 -1.208
H 4.163 3.707 0.354
F -1.881 -0.946 -2.755
C -2.722 -0.499 -1.755
F -3.552 -1.588 -1.516
C -3.476 0.712 -2.261
F -4.417 0.391 -3.159
F -4.175 1.436 -1.254
F -2.612 1.618 -2.825



Entry 2:
Density functional theory data (ωB97M-V with the def2-TZVPD basis set) for a molecular structure, C25H41F2FeN3O4S4.

Orbital gap (spin up / spin down), Eh: 0.2395 / 0.2393
Charge: 0
M, g mol⁻¹: 669.73
Max |F|, Eh/bohr: 0.019
Energy above the lowest of the compared OMol25 structures with the same formula, charge and spin, kcal/mol: 4.0

Positions of all 80 atoms, in Å:
Fe 0.593 0.854 -0.018
C 1.110 0.746 1.992
C 1.016 2.098 1.616
C 1.931 2.336 0.556
C 2.661 1.127 0.330
C 2.165 0.143 1.202
C 2.702 -1.243 1.394
C 3.784 0.963 -0.649
C 2.222 3.671 -0.059
C 0.181 3.143 2.285
C 0.320 0.042 3.058
H 1.957 -1.875 1.878
H 3.586 -1.223 2.037
H 2.982 -1.715 0.451
H 4.675 1.496 -0.308
H 3.523 1.359 -1.633
H 4.051 -0.088 -0.770
H 1.313 4.263 -0.175
H 2.689 3.566 -1.041
H 2.910 4.244 0.570
H -0.668 2.707 2.807
H -0.206 3.867 1.571
H 0.800 3.674 3.014
H -0.004 -0.946 2.718
H -0.580 0.602 3.307
H 0.905 -0.091 3.973
C -3.018 -3.820 0.924
C -3.493 -2.504 0.309
S -2.312 -1.515 -0.630
C -1.792 -2.620 -1.962
C -0.745 -3.699 -1.638
S 0.572 -3.094 -0.550
C 0.788 -4.461 0.609
C -0.471 -4.974 1.307
S -1.559 -3.702 2.011
H -2.804 -4.550 0.147
H -3.839 -4.225 1.517
H -3.820 -1.819 1.094
H -4.365 -2.709 -0.317
H -1.377 -1.932 -2.702
H -2.667 -3.084 -2.424
H -0.309 -4.052 -2.573
H -1.211 -4.554 -1.155
H 1.480 -4.052 1.344
H 1.292 -5.297 0.121
H -0.157 -5.628 2.122
H -1.069 -5.590 0.639
C -4.426 3.139 -5.570
C -3.713 2.842 -6.883
S -1.944 2.981 -6.763
O -1.378 2.801 -8.074
O -1.623 4.165 -5.999
C -1.466 1.584 -5.756
C 0.035 1.694 -5.477
N 0.382 1.044 -4.215
C 0.425 1.666 -3.021
N 0.803 0.825 -2.057
C 1.027 -0.376 -2.655
C 0.758 -0.266 -3.985
N 0.720 -1.315 -4.940
O 0.245 -1.080 -6.041
O 1.134 -2.400 -4.582
C 0.185 3.119 -2.863
H -5.502 3.176 -5.733
H -4.103 4.099 -5.172
H -4.234 2.371 -4.820
H -3.960 3.560 -7.667
H -3.912 1.842 -7.273
H -1.720 0.664 -6.281
H -2.038 1.654 -4.829
H 0.318 2.741 -5.393
H 0.607 1.245 -6.279
H 1.360 -1.244 -2.111
H -0.626 3.474 -3.501
H 1.093 3.667 -3.131
H -0.060 3.330 -1.829
F -1.394 2.973 -0.289
C -1.275 1.567 -0.085
F -2.049 1.349 1.053
H -1.902 1.146 -0.891



Entry 3:
Density functional theory data (ωB97M-V with the def2-TZVPD basis set) for a molecular structure, C25H41F3IrO2P2.

Orbital gap (spin up / spin down), Eh: 0.2179 / 0.1667
Charge: +2
M, g mol⁻¹: 684.76
Spin multiplicity: 6
Max |F|, Eh/bohr: 0.082
Energy above the lowest of the compared OMol25 structures with the same formula, charge and spin, kcal/mol: 105.1

Positions of all 74 atoms, in Å:
Ir -1.537 0.800 -0.042
C -0.366 3.077 1.536
C -0.738 2.705 0.183
C -2.673 2.960 1.566
C -1.519 3.208 2.317
C -2.288 2.633 0.154
C 1.020 3.300 2.004
H 1.773 2.946 1.294
H 1.206 2.765 2.943
H 1.210 4.364 2.194
C -1.511 3.572 3.758
H -0.482 3.622 4.121
H -2.066 2.830 4.341
H -1.967 4.550 3.954
C -4.043 2.967 2.099
H -4.297 3.952 2.511
H -4.142 2.242 2.925
H -4.788 2.722 1.335
C -3.040 3.225 -0.993
H -2.754 4.286 -1.108
H -4.117 3.148 -0.803
H -2.838 2.674 -1.917
C 0.071 3.196 -0.965
H -0.053 4.282 -1.095
H -0.218 2.683 -1.885
H 1.136 2.997 -0.775
C 2.436 -0.467 1.638
C 3.247 0.053 0.696
C 2.954 0.418 -0.739
C 1.585 0.335 -1.548
C 0.213 -0.121 -1.110
C -0.291 -1.025 -0.108
C 0.363 -1.962 0.934
C 1.755 -1.797 1.645
H 3.704 -0.109 -1.353
H 1.807 -0.263 -2.456
H 3.232 1.479 -0.840
H 2.462 -2.572 1.299
H 2.191 0.150 2.528
H 4.248 0.415 1.046
H 1.545 -2.025 2.707
H -0.411 -2.108 1.714
H -1.140 -1.618 -0.551
H 0.359 -2.948 0.429
H 1.451 1.313 -2.046
H -0.459 -0.141 -2.029
P 2.135 -2.578 -1.394
C 3.111 -3.931 -0.552
C 3.414 -2.415 -2.739
P -0.533 -2.340 -2.762
C 0.835 -3.530 -2.309
C -0.056 -2.001 -4.514
C -1.815 -3.619 -3.046
H 2.523 -4.467 0.204
H 3.973 -3.454 -0.061
H 3.484 -4.659 -1.285
H 3.682 -3.422 -3.098
H 4.283 -1.913 -2.286
H 3.052 -1.821 -3.585
H -1.347 -4.507 -3.491
H -2.600 -3.262 -3.721
H -2.258 -3.887 -2.079
H 0.431 -4.352 -1.692
H 1.241 -3.982 -3.229
H -0.960 -1.747 -5.090
H 0.403 -2.895 -4.966
H 0.658 -1.166 -4.567
F -1.599 -0.922 5.007
C -2.530 -0.643 4.050
F -3.172 -1.802 3.752
F -3.436 0.216 4.625
C -1.864 -0.012 2.758
O -0.746 0.520 2.901
O -2.543 -0.122 1.658



Entry 4:
Density functional theory data (ωB97M-V with the def2-TZVPD basis set) for a molecular structure, C25H41F5P2Sc.

Orbital gap (spin up / spin down), Eh: 0.2643 / 0.0903
Charge: +1
M, g mol⁻¹: 543.50
Max |F|, Eh/bohr: 0.094
Energy above the lowest of the compared OMol25 structures with the same formula, charge and spin, kcal/mol: 39.1

Positions of all 74 atoms, in Å:
Sc -1.476 -1.710 1.346
C 1.023 -2.674 1.614
C 1.048 -1.456 2.349
C -0.579 -2.838 3.254
C 0.075 -3.540 2.222
C 0.018 -1.540 3.354
C 2.068 -3.177 0.668
H 2.554 -2.383 0.103
H 1.631 -3.869 -0.068
H 2.873 -3.739 1.174
C -0.060 -5.007 1.997
H 0.635 -5.355 1.224
H -1.086 -5.235 1.696
H 0.153 -5.531 2.934
C -1.585 -3.410 4.178
H -1.259 -4.376 4.606
H -2.502 -3.616 3.627
H -1.804 -2.728 5.001
C -0.331 -0.518 4.375
H 0.159 -0.696 5.346
H -1.414 -0.549 4.573
H -0.055 0.488 4.043
C 2.194 -0.515 2.448
H 2.383 -0.251 3.498
H 1.997 0.420 1.907
H 3.123 -0.961 2.063
C 1.155 -1.113 -2.342
C 2.390 -1.034 -1.870
C 3.144 0.132 -1.281
C 2.456 1.526 -1.371
C 1.542 1.930 -0.283
C 0.248 1.608 -0.241
C -0.345 0.264 -0.739
C 0.091 -0.097 -2.159
H 4.144 0.187 -1.756
H 1.928 1.542 -2.303
H 3.337 -0.075 -0.216
H 0.380 0.866 -2.623
H 0.788 -2.051 -2.736
H 3.046 -1.954 -1.825
H -0.775 -0.390 -2.769
H -0.012 -0.573 -0.032
H -0.220 1.835 0.761
H -1.477 0.292 -0.743
H 3.259 2.255 -1.468
H 2.008 2.398 0.582
P 0.084 2.830 -2.930
C -0.232 2.611 -4.714
C 1.349 4.163 -2.947
P -1.519 3.212 -0.390
C -1.432 3.506 -2.228
C -0.381 4.562 0.129
C -3.095 4.074 -0.141
H -1.233 2.166 -4.862
H 0.551 1.930 -5.100
H -0.152 3.587 -5.221
H 1.061 4.876 -3.731
H 2.318 3.726 -3.229
H 1.455 4.683 -1.988
H -3.169 4.956 -0.802
H -3.186 4.401 0.902
H -3.929 3.395 -0.383
H -2.292 2.987 -2.677
H -1.522 4.582 -2.445
H -0.723 4.911 1.100
H -0.394 5.399 -0.572
H 0.656 4.240 0.243
F -3.337 -1.908 1.593
C -2.482 -2.556 -0.478
F -3.486 -1.819 -1.095
C -2.860 -3.950 -0.565
F -2.938 -4.445 0.730
F -4.085 -4.171 -1.131
F -1.900 -4.727 -1.184